Record 1
Density functional theory data (ωB97M-V/def2-TZVPD) for C4H7FI2 as an isolated structure.

The largest force on an atom comes out at 0.068 hartree/bohr. Its energy above the lowest of the compared OMol25 structures with the same formula, charge and spin is 33.15 kcal per mole. For the electronic energy, the calculation gives -851.77263 Ha. For the orbital gap, the calculation gives 0.3105 Ha.

The geometry in ORCA input format:
```
! RIJCOSX wB97M-V def2-TZVPD def2/J DEFGRID3
* xyz 0 1
C -1.321 0.361 0.859
C -0.308 -0.161 -1.445
C -0.418 -0.458 0.015
C 1.677 0.014 0.761
F -1.365 -0.753 -2.114
I 2.989 -1.460 0.035
I 2.054 2.003 0.144
H -1.158 1.426 0.710
H -1.202 0.117 1.913
H -2.354 0.137 0.580
H 0.599 -0.591 -1.883
H -0.368 0.910 -1.658
H -0.387 -1.517 0.250
H 1.562 -0.028 1.833
*
```

***

Record 2
Density functional theory data (ωB97M-V/def2-TZVPD) for C5H6N2 as an isolated structure.

The largest force on an atom comes out at 0.014 hartree/bohr. Its energy above the lowest of the compared OMol25 structures with the same formula, charge and spin is 98.55 kcal per mole. For the electronic energy, the calculation gives -303.47903 Ha. For the orbital gap (spin up / spin down), the calculation gives 0.2732 / 0.2759 Ha.

The geometry in ORCA input format:
```
! RIJCOSX wB97M-V def2-TZVPD def2/J DEFGRID3
* xyz 0 1
C -1.468 -0.335 0.116
C -1.391 1.144 0.384
C 0.098 0.849 0.605
N 1.237 1.187 -0.126
C 1.785 0.084 -0.509
C 0.945 -1.151 -0.211
N -0.164 -0.487 0.434
H 0.495 -1.534 -1.122
H -2.209 -1.111 0.249
H -1.564 1.806 -0.469
H -1.964 1.476 1.254
H 2.771 0.027 -0.960
H 1.429 -1.954 0.356
*
```

***

Record 3
Density functional theory data (ωB97M-V/def2-TZVPD) for C27H38Cl16NO3PSi2 as an isolated structure.

The largest force on an atom comes out at 0.060 hartree/bohr. For the electronic energy, the calculation gives -9615.43043 Ha. For the orbital gap, the calculation gives 0.2958 Ha.

The geometry in ORCA input format:
```
! RIJCOSX wB97M-V def2-TZVPD def2/J DEFGRID3
* xyz 0 1
C 1.659 -0.477 5.615
C 2.309 0.747 4.829
C 1.490 1.044 3.483
C 1.411 2.629 3.335
C 0.273 3.227 4.254
Si 1.218 3.101 1.469
C -0.051 4.497 1.167
C -1.547 4.085 1.317
C -2.257 4.568 2.514
C -3.647 4.287 2.824
C -4.416 3.495 1.863
C -3.745 3.035 0.654
C -4.624 2.225 -0.374
C -2.319 3.294 0.363
O 0.863 1.638 0.649
Si 1.862 1.330 -0.707
C 1.568 -0.445 -1.394
C 0.126 -1.019 -1.078
C -0.910 -0.321 -2.052
O 0.156 -2.455 -1.159
C 0.193 -2.932 -2.491
C 0.553 -4.462 -2.556
C 0.997 -5.245 -1.412
C 1.308 -6.678 -1.543
C 1.186 -7.397 -2.819
C 0.773 -6.600 -3.976
C 0.468 -5.173 -3.847
P 3.235 3.966 0.907
N 2.877 5.266 -0.242
O 3.876 4.743 2.269
H 0.650 -0.180 6.034
H 2.345 -0.801 6.438
H 1.548 -1.295 4.846
H 3.384 0.537 4.575
H 2.285 1.668 5.483
H 0.455 0.642 3.632
H 2.065 0.557 2.658
H 2.391 3.025 3.737
H 0.135 4.326 4.114
H -0.683 2.695 3.973
H 0.469 2.934 5.323
H 0.147 5.334 1.897
H 0.151 4.940 0.147
H -1.690 5.203 3.242
H -4.106 4.664 3.763
H -5.483 3.284 2.111
H -5.211 1.406 0.104
H -5.359 2.978 -0.787
H -3.945 1.896 -1.196
H -1.848 2.918 -0.573
H 1.441 2.249 -1.779
H 3.300 1.387 -0.416
H 1.840 -0.532 -2.479
H 2.299 -1.108 -0.835
H -0.096 -0.753 -0.005
H -1.147 0.689 -1.627
H -1.800 -0.991 -2.142
H -0.404 -0.255 -3.058
H -0.799 -2.848 -3.030
H 0.944 -2.418 -3.153
H 1.087 -4.723 -0.433
H 1.635 -7.253 -0.644
H 1.399 -8.492 -2.883
H 0.688 -7.137 -4.961
H 0.167 -4.661 -4.798
H 2.344 6.018 0.224
H 2.223 4.903 -0.949
H 3.259 5.457 2.537
C -2.945 0.035 6.898
Cl -4.456 -0.333 7.749
Cl -1.606 0.072 8.060
Cl -2.634 -1.212 5.678
Cl -3.083 1.615 6.105
C 6.106 0.951 -2.794
Cl 5.349 0.554 -4.349
Cl 7.838 1.236 -3.037
Cl 5.354 2.408 -2.126
Cl 5.881 -0.399 -1.667
C -3.913 -0.478 -4.719
Cl -3.834 0.784 -3.479
Cl -2.425 -1.442 -4.688
Cl -5.304 -1.529 -4.402
Cl -4.093 0.276 -6.313
C -1.442 -8.555 -7.575
Cl -0.070 -9.457 -8.243
Cl -2.682 -9.692 -7.018
Cl -0.888 -7.567 -6.207
Cl -2.124 -7.503 -8.828
*
```